# 1
Computed, not measured: a molecular structure, C16H9ClIN2OSe2Sr, with ωB97M-V with the def2-TZVPD basis set.

## Properties
- LUMO energy: 2.079 eV
- Orbital gap: 6.85 eV
- Energy: -173922.6258 eV
- Total charge: -1

Geometry as XYZ:
```
33
Properties=species:S:1:pos:R:3:forces:R:3:nbo_charge:R:1
Sr -0.621784 0.675396 -0.958619 0.295 2.148 0.869 1.7904
Cl -0.731240 -6.514940 -1.303344 0.025 -0.089 0.024 -0.0324
C -1.067294 -4.810416 -1.439822 -0.226 -0.004 -0.187 -0.0716
C -2.054928 -4.389010 -2.290942 0.210 -0.217 0.165 -0.2206
C -2.357419 -3.034017 -2.401644 -0.156 0.545 -0.058 -0.2742
I -3.915109 -2.415310 -3.658149 0.141 -0.124 0.099 0.1208
C -1.690115 -2.026696 -1.690448 -0.360 -0.713 -0.278 0.4218
O -1.999992 -0.786147 -1.754274 -1.030 -1.317 -0.580 -0.8855
C -0.613392 -2.496652 -0.838430 -0.047 -0.453 -0.077 0.0825
N 0.095944 -1.546875 -0.181309 0.181 -0.609 0.375 -0.5181
C 1.025006 -1.902674 0.674308 -0.020 0.027 -0.108 0.0683
C 1.336571 -3.245510 0.934551 0.015 -0.101 0.011 -0.2620
C 0.672676 -4.225887 0.251760 0.028 0.051 0.005 -0.1331
C -0.329838 -3.881206 -0.680383 0.037 0.317 0.049 -0.1048
H -2.608184 -5.115699 -2.869621 -0.003 0.001 0.003 0.2331
H 1.550780 -1.101399 1.181123 -0.037 0.013 0.031 0.2074
H 2.094473 -3.486643 1.667079 0.013 -0.006 -0.022 0.2189
H 0.896778 -5.270817 0.418461 0.014 0.005 0.001 0.2267
Se -0.984258 1.525253 1.772863 -0.043 0.275 0.762 -0.6098
C -0.111865 3.213327 2.023470 -0.145 -0.310 -0.081 -0.1599
C 1.206696 3.415626 1.614483 -0.001 0.134 0.012 -0.2059
C 1.829275 4.640244 1.809244 0.041 0.013 0.018 -0.2290
C 1.148815 5.684340 2.419524 0.031 0.045 0.004 -0.2556
C -0.161299 5.488051 2.833895 -0.073 0.028 0.017 -0.2096
C -0.787944 4.265524 2.642001 0.133 0.091 -0.006 -0.2590
H 1.746721 2.605568 1.140472 0.012 -0.014 0.013 0.1965
H 2.855102 4.778862 1.487886 -0.012 -0.011 -0.023 0.2027
H 1.633472 6.640672 2.572554 0.004 -0.006 -0.008 0.2004
H -0.705001 6.298262 3.306973 0.012 -0.013 0.016 0.1993
H -1.806526 4.115517 2.974665 -0.014 -0.007 -0.025 0.2143
Se 2.156188 0.831800 -5.281564 0.467 -0.089 -0.957 -0.2774
C 1.400203 0.983226 -3.716124 -0.476 0.142 1.117 0.1355
N 0.897487 1.088231 -2.660638 0.984 0.246 -1.179 -0.8104
```
Forces are in eV/Å.


# 2
Computed, not measured: a molecular structure, C13H19Br9Cl4O4, with ωB97M-V with the def2-TZVPD basis set.

## Properties
- LUMO energy: -0.404 eV
- Orbital gap: 9.79 eV
- Energy: -702448.6847 eV
- Total charge: 0

Geometry as XYZ:
```
49
Properties=species:S:1:pos:R:3:forces:R:3:nbo_charge:R:1
O 4.053814 0.784281 0.873128 1.582 -0.304 0.546 -0.5769
C 5.209584 0.647321 1.242458 -3.417 0.530 -1.153 0.7785
O 5.710774 -0.565359 1.524688 -2.381 0.244 -0.728 -0.4767
C 7.018454 -0.451449 1.883828 1.737 0.830 1.867 -0.0723
C 7.210574 1.045081 2.326758 0.434 -0.010 -0.523 -0.4226
C 6.208754 1.748481 1.417808 0.410 -1.113 -0.131 -0.5289
H 7.610954 -0.762379 1.023388 0.564 0.047 0.333 0.1818
H 7.119554 -1.066639 2.777928 0.694 -0.386 -0.357 0.1945
H 8.232234 1.369621 2.129338 -0.025 0.024 0.300 0.2200
H 6.948514 1.213401 3.371308 0.164 -0.306 0.042 0.2141
H 6.696884 1.815131 0.445498 -0.174 0.555 -0.243 0.2347
H 5.698684 2.667991 1.704908 0.388 -0.130 0.049 0.2540
O -1.480096 -5.201579 1.537668 2.233 1.709 1.055 -0.5616
C -0.475016 -4.702729 2.035678 -1.935 -0.265 -0.463 0.7955
O -0.383286 -3.387509 2.474488 -1.898 -0.653 -1.717 -0.4996
C 0.796414 -3.088569 3.144088 1.538 -2.138 0.947 -0.0668
C 1.738654 -4.305729 2.829188 0.260 0.696 0.687 -0.4309
C 0.793034 -5.409699 2.407518 0.384 0.665 -0.806 -0.5384
H 0.559044 -3.155799 4.205808 0.170 0.894 0.151 0.1759
H 1.295944 -2.186279 2.791318 -0.648 0.210 0.280 0.2020
H 2.319324 -4.693989 3.665958 0.059 0.599 0.224 0.2160
H 2.453214 -3.908219 2.108428 -0.080 -0.762 -0.468 0.2144
H 0.504194 -6.039769 3.248758 0.340 -0.383 -0.194 0.2425
H 1.208434 -5.929679 1.544288 -0.423 -0.536 0.279 0.2506
C -1.320106 1.055141 -1.324582 -1.010 0.007 -0.133 -0.3581
Cl -1.435926 2.271921 -0.042542 0.313 0.272 -0.321 -0.0237
Cl -2.308986 1.552941 -2.829612 1.080 -0.627 1.486 -0.0676
H -0.288776 0.822891 -1.590172 -0.232 0.479 -0.178 0.2286
H -1.769246 0.200161 -0.819232 -0.150 -0.127 -0.840 0.2220
C -6.137066 -3.092009 -1.873122 1.244 -0.285 -0.058 -0.4051
Cl -7.829576 -2.737129 -1.888732 -0.566 0.215 0.051 0.0059
Cl -5.476656 -3.365339 -3.517902 -0.155 -0.027 0.243 -0.0469
H -5.546836 -2.274329 -1.459452 -0.386 0.017 -0.028 0.2218
H -5.952096 -3.991109 -1.285312 -0.130 0.091 -0.205 0.2250
C -6.323136 1.782281 2.450058 -0.682 0.650 0.393 -0.4385
Br -6.199036 3.355841 3.631938 0.120 -0.539 -0.577 0.0698
Br -7.774496 2.199941 1.086878 1.172 -0.851 1.190 0.0620
Br -6.506326 0.208901 3.636658 -0.224 0.690 -1.108 0.0860
H -5.383856 1.675171 1.907488 -0.368 0.048 0.085 0.2198
C 2.324784 6.165481 -2.239992 0.039 0.132 -0.629 -0.4581
Br 0.589604 6.848931 -2.822112 0.341 -0.642 0.285 0.0896
Br 3.586064 7.631031 -2.604752 -0.076 -0.896 0.211 0.0740
Br 2.800064 4.423931 -3.095922 -0.266 1.284 0.499 0.0703
H 2.310574 5.981751 -1.165682 -0.050 0.098 -0.357 0.2237
C -5.561506 2.502361 -7.363702 -0.574 0.236 0.099 -0.4457
Br -5.542056 4.241631 -6.422452 -0.102 -1.008 -0.333 0.0763
Br -5.943406 2.815631 -9.271172 0.023 -0.351 0.944 0.0795
Br -6.816606 1.173781 -6.494492 1.094 1.186 -0.814 0.0698
H -4.544046 2.114241 -7.316282 -0.432 -0.073 0.120 0.2195
```
Forces are in eV/Å.


# 3
Computed, not measured: a molecular structure, C6H13N3, with ωB97M-V with the def2-TZVPD basis set.

## Properties
- LUMO energy: 1.031 eV
- Energy above the lowest of the compared OMol25 structures with the same formula, charge and spin: 526.21 kJ/mol
- Orbital gap: 8.69 eV
- Energy: -10897.9583 eV
- Total charge: 0

Geometry as XYZ:
```
22
Properties=species:S:1:pos:R:3:forces:R:3:nbo_charge:R:1
C -0.435872 0.662130 0.095148 0.026 5.228 -4.697 0.1765
C -0.170252 -2.395395 1.180043 -0.131 -0.209 -0.257 -0.6948
N 0.381214 -0.268126 -0.550272 1.956 -2.655 5.173 -0.2847
C 0.691447 -1.206472 0.921293 0.595 -0.049 -2.273 0.1855
N -0.206657 -1.066308 -1.536780 -0.824 -0.888 -0.100 -0.7010
N -1.812678 0.460427 0.289776 -0.578 -1.135 0.210 -0.8628
C -0.199106 2.004812 -1.250476 -0.451 -0.775 2.311 -0.2526
C 1.785312 -0.884889 1.603656 -0.276 0.249 -0.559 -0.4619
C 0.487973 3.103376 -0.958265 -0.325 -0.051 0.067 -0.4552
H 0.027978 1.182552 0.927677 0.300 -0.414 -0.113 0.2050
H -0.783196 -0.538391 -2.188790 0.291 0.208 0.292 0.3658
H 0.539544 -1.528778 -2.048659 -0.110 0.372 0.055 0.3710
H -2.358015 1.305091 0.192349 0.113 -0.054 0.057 0.3860
H -2.164850 -0.263485 -0.325264 -0.138 0.117 0.024 0.3700
H -0.649573 1.895550 -2.239275 -0.142 -0.161 0.184 0.1702
H -1.163719 -2.091355 1.522709 0.048 -0.005 -0.125 0.2329
H 0.260121 -3.053842 1.944940 0.064 0.313 -0.072 0.2233
H -0.286557 -2.997505 0.273688 -0.123 0.157 0.045 0.2305
H 2.345939 0.017545 1.379690 0.056 -0.168 -0.203 0.2121
H 2.186502 -1.527155 2.385239 -0.433 0.209 0.105 0.2101
H 0.967247 3.231378 0.013617 -0.130 -0.008 -0.083 0.1820
H 0.557198 3.958839 -1.632042 0.212 -0.281 -0.040 0.1921
```
Forces are in eV/Å.


# 4
Computed, not measured: a single C5H11NO molecule, with ωB97M-V with the def2-TZVPD basis set.

## Properties
- LUMO energy: 0.909 eV
- Structure (SMILES): CCN(C=O)CC
- Energy above the lowest of the compared OMol25 structures with the same formula, charge and spin: 63.35 kJ/mol
- Orbital gap: 10.10 eV
- Energy: -8901.0408 eV
- Total charge: 0

Geometry as XYZ:
```
18
Properties=species:S:1:pos:R:3:forces:R:3:nbo_charge:R:1
C -1.169136 -0.764511 0.157973 -0.168 0.009 0.068 0.5321
N -0.094692 0.015263 -0.121191 -0.066 -0.550 0.313 -0.4516
C 0.056277 0.621752 -1.432553 0.145 -0.120 0.190 -0.2062
C -0.583571 2.000333 -1.500443 0.139 0.052 -0.314 -0.6150
C 0.979143 0.084586 0.883258 -0.516 -0.018 -0.446 -0.2166
C 1.789220 -1.205391 0.943696 0.699 0.312 0.652 -0.6249
O -1.507776 -1.120876 1.268360 0.265 -0.167 0.073 -0.6177
H -1.733317 -1.103472 -0.727730 -0.056 0.339 -0.165 0.1053
H -0.349167 -0.064284 -2.180285 -0.036 0.114 -0.055 0.2001
H 1.128350 0.720738 -1.619988 -0.050 -0.099 -0.146 0.1971
H -0.121251 2.638353 -0.751995 -0.103 0.152 0.125 0.2088
H -1.661342 1.992622 -1.361572 -0.072 -0.205 0.254 0.2128
H -0.416338 2.454505 -2.474372 0.164 0.048 -0.146 0.2108
H 1.587627 0.942564 0.600664 0.104 0.015 0.241 0.1932
H 0.515685 0.236769 1.858385 0.102 0.287 -0.064 0.2276
H 2.081589 -1.592149 -0.030445 -0.188 -0.023 -0.077 0.2069
H 2.716203 -1.014592 1.502771 -0.086 0.060 -0.172 0.2109
H 1.276609 -1.952116 1.543224 -0.279 -0.207 -0.332 0.2263
```
Forces are in eV/Å.


# 5
Computed, not measured: a single C5H9NO molecule, with ωB97M-V with the def2-TZVPD basis set.

## Properties
- LUMO energy: 1.012 eV
- Structure (SMILES): C[C@H]1CC/C1=N\O
- Energy above the lowest of the compared OMol25 structures with the same formula, charge and spin: 332.72 kJ/mol
- Orbital gap: 10.54 eV
- Energy: -8865.7642 eV
- Total charge: 0

Geometry as XYZ:
```
16
Properties=species:S:1:pos:R:3:forces:R:3:nbo_charge:R:1
C -1.410687 -1.271304 -0.084448 -0.034 0.014 -0.171 -0.6034
C -0.549998 -0.190668 -0.751626 0.068 -0.214 -0.001 -0.2538
C -0.709938 1.277643 -0.235473 -0.206 0.120 -0.129 -0.3861
C 0.817060 1.384595 -0.001879 0.178 0.269 -0.274 -0.4792
C 0.865718 -0.088954 -0.251492 0.690 -0.262 1.197 0.2562
N 1.590740 -1.035175 0.154195 -1.136 -0.425 0.060 -0.1690
O 2.466917 -0.665854 1.196859 0.235 -0.187 -0.151 -0.5835
H -2.436516 -1.193238 -0.458329 0.071 -0.035 0.039 0.2111
H -1.456447 -1.182158 1.012031 0.212 0.180 -0.343 0.2076
H -1.043162 -2.277593 -0.309649 -0.001 0.197 -0.044 0.2240
H -0.553643 -0.292592 -1.833747 -0.438 0.194 -0.201 0.2197
H -1.145328 1.968287 -0.953436 -0.026 0.119 0.100 0.2109
H -1.243852 1.337380 0.718508 -0.073 -0.149 -0.270 0.2085
H 1.212443 1.835999 0.915229 -0.161 -0.376 -0.129 0.2349
H 1.337375 1.837393 -0.850926 -0.137 0.275 0.034 0.2263
H 2.259319 -1.443763 1.734188 0.759 0.280 0.282 0.4758
```
Forces are in eV/Å.


# 6
Computed, not measured: 2 unconnected molecules or ions with the total composition C3H6OS2, with ωB97M-V with the def2-TZVPD basis set.

## Properties
- LUMO energy: -3.958 eV
- Energy above the lowest of the compared OMol25 structures with the same formula, charge and spin: 499.44 kJ/mol
- Orbital gap: 5.23 eV
- Energy: -26921.2665 eV
- Total charge: 0

Geometry as XYZ:
```
12
Properties=species:S:1:pos:R:3:forces:R:3:nbo_charge:R:1
C -0.757190 -0.482530 -1.451846 0.629 -0.220 0.834 -0.5295
C 0.275790 -1.582106 -1.539560 0.807 0.166 -0.263 0.4419
O 0.373465 -2.349757 -2.451839 -0.440 -0.295 -0.158 -0.4949
C -0.721423 0.276002 -0.092216 -0.994 0.988 -1.714 -0.5877
S -0.234685 1.933331 -0.188458 -0.218 -0.238 0.168 0.1435
S 0.430857 0.003137 2.603307 0.052 -0.225 -0.920 -0.1990
H -0.469020 0.203022 -2.235513 -0.014 0.214 -0.322 0.2588
H -1.753992 -0.851570 -1.662365 -0.131 -0.119 -0.012 0.2508
H 1.103922 -1.556099 -0.794143 -0.320 0.039 0.246 0.1089
H -1.643881 0.082686 0.450688 0.535 -0.002 0.533 0.2451
H 0.266453 -0.047411 0.438640 -0.096 -0.581 1.297 0.2805
H 0.890225 0.919913 1.749090 0.190 0.273 0.311 0.0817
```
Forces are in eV/Å.


Copy entry 3 word for word.
Computed, not measured: a molecular structure, C6H13N3, with ωB97M-V with the def2-TZVPD basis set.

## Properties
- LUMO energy: 1.031 eV
- Energy above the lowest of the compared OMol25 structures with the same formula, charge and spin: 526.21 kJ/mol
- Orbital gap: 8.69 eV
- Energy: -10897.9583 eV
- Total charge: 0

Geometry as XYZ:
```
22
Properties=species:S:1:pos:R:3:forces:R:3:nbo_charge:R:1
C -0.435872 0.662130 0.095148 0.026 5.228 -4.697 0.1765
C -0.170252 -2.395395 1.180043 -0.131 -0.209 -0.257 -0.6948
N 0.381214 -0.268126 -0.550272 1.956 -2.655 5.173 -0.2847
C 0.691447 -1.206472 0.921293 0.595 -0.049 -2.273 0.1855
N -0.206657 -1.066308 -1.536780 -0.824 -0.888 -0.100 -0.7010
N -1.812678 0.460427 0.289776 -0.578 -1.135 0.210 -0.8628
C -0.199106 2.004812 -1.250476 -0.451 -0.775 2.311 -0.2526
C 1.785312 -0.884889 1.603656 -0.276 0.249 -0.559 -0.4619
C 0.487973 3.103376 -0.958265 -0.325 -0.051 0.067 -0.4552
H 0.027978 1.182552 0.927677 0.300 -0.414 -0.113 0.2050
H -0.783196 -0.538391 -2.188790 0.291 0.208 0.292 0.3658
H 0.539544 -1.528778 -2.048659 -0.110 0.372 0.055 0.3710
H -2.358015 1.305091 0.192349 0.113 -0.054 0.057 0.3860
H -2.164850 -0.263485 -0.325264 -0.138 0.117 0.024 0.3700
H -0.649573 1.895550 -2.239275 -0.142 -0.161 0.184 0.1702
H -1.163719 -2.091355 1.522709 0.048 -0.005 -0.125 0.2329
H 0.260121 -3.053842 1.944940 0.064 0.313 -0.072 0.2233
H -0.286557 -2.997505 0.273688 -0.123 0.157 0.045 0.2305
H 2.345939 0.017545 1.379690 0.056 -0.168 -0.203 0.2121
H 2.186502 -1.527155 2.385239 -0.433 0.209 0.105 0.2101
H 0.967247 3.231378 0.013617 -0.130 -0.008 -0.083 0.1820
H 0.557198 3.958839 -1.632042 0.212 -0.281 -0.040 0.1921
```
Forces are in eV/Å.